Density functional theory data (ωB97M-V with the def2-TZVPD basis set) for a 7-piece molecular cluster, C6H26O10 overall.

Positions of all 42 atoms, in Å:
O: 2.59433 -1.14970 -0.04838
C: 3.61436 -0.37471 -0.80160
C: 3.29268 1.08298 -0.67388
O: 1.92187 1.36883 -1.02361
H: 1.85244 -1.38052 -0.57365
H: 4.63607 -0.57533 -0.34110
H: 3.62080 -0.73897 -1.81758
H: 3.89310 1.71028 -1.38328
H: 3.40330 1.33529 0.36106
H: 1.45435 1.29072 -0.15412
O: -1.43952 -0.09512 0.35319
C: -2.05114 -1.36608 0.11582
C: -2.10955 -2.05795 1.49624
O: -2.32686 -3.47459 1.51981
H: -2.09078 0.56089 0.58714
H: -3.02801 -1.26339 -0.36043
H: -1.40932 -1.99203 -0.47608
H: -2.83620 -1.60030 2.15421
H: -1.11895 -2.01098 1.95950
H: -1.75312 -3.81964 2.23422
O: -2.40206 3.36873 -1.30484
C: -1.50451 2.34052 -1.75340
C: -0.60474 2.76452 -2.85582
O: -1.26096 3.43520 -3.88510
H: -2.46848 4.12172 -1.91083
H: -1.01080 1.88757 -0.91543
H: -2.08901 1.50217 -2.19497
H: -0.05510 1.92333 -3.25885
H: 0.12812 3.45241 -2.45606
H: -1.86722 2.79923 -4.27553
O: 0.96680 -0.68981 -2.71056
H: 0.08392 -0.92185 -3.03033
H: 0.79363 0.09936 -2.15048
O: -0.00180 -0.54849 4.16136
H: 0.75408 -0.20454 3.70689
H: -0.71733 -0.03619 3.82938
O: -0.30455 -4.18236 3.96136
H: -0.01162 -3.32211 4.23910
H: -0.86490 -4.52549 4.68655
O: 0.79755 0.74978 1.90005
H: 1.46487 0.08391 1.70365
H: 0.05422 0.45270 1.38638

Results
Relative energy (zero: lowest compared OMol25 entry of this formula, charge and spin): 40.4 kcal/mol
Spin multiplicity: 1
LUMO: 0.33 eV
Structure (SMILES): OCCO.OCCO.OCCO.O.O.O.O
Molar mass: 258.26 g/mol
Gap between HOMO and LUMO: 0.390 Ha
Total charge: 0

Mulliken population analysis, charges in e, atoms 1 to 5: -0.5277 -0.3882 -0.3910 -0.4150 0.2891

---

Density functional theory data (ωB97M-V with the def2-TZVPD basis set) for one molecule with the formula C21H17ClN4O2S.

Positions of all 46 atoms, in Å:
C: -5.21351 3.46836 1.60435
N: -4.26188 2.54979 1.03884
C: -3.51106 2.86800 -0.10594
O: -3.80112 3.92363 -0.66072
C: -2.47255 2.00451 -0.64847
C: -2.03837 2.17552 -1.96514
C: -1.11949 1.27048 -2.55916
C: -0.61246 0.18050 -1.86564
C: 0.44244 -0.71624 -2.38785
C: 0.72128 -0.85365 -3.85972
N: 1.65462 -1.65992 -4.38525
C: 2.37935 -2.44754 -3.46637
N: 3.32006 -3.32375 -3.78543
C: 3.79492 -3.78114 -2.54153
C: 3.02741 -3.31544 -1.47767
S: 3.30531 -3.80174 0.20842
C: 2.61997 -2.52689 1.23002
C: 1.61944 -2.83658 2.16683
C: 0.96745 -1.84141 2.89035
C: 1.38449 -0.51345 2.76171
O: 0.70395 0.48315 3.48280
C: 0.88908 1.81210 3.09469
C: 2.42250 -0.21766 1.89672
C: 2.99207 -1.23263 1.11286
N: 2.15487 -2.40705 -2.08968
C: 1.18815 -1.52112 -1.54911
C: -0.97936 0.03851 -0.53088
C: -1.92122 0.90014 0.06061
Cl: -2.20003 0.57808 1.74769
H: -5.46958 3.17136 2.63871
H: -4.80505 4.47700 1.59042
H: -6.12321 3.47761 1.02595
H: -3.97214 1.71677 1.58477
H: -2.41337 3.00813 -2.53754
H: -0.71704 1.49848 -3.55145
H: 0.17040 -0.32709 -4.58933
H: 4.64386 -4.42803 -2.40052
H: 1.34325 -3.85087 2.27299
H: 0.17769 -2.05294 3.58645
H: 0.74708 1.92360 2.00736
H: 0.12096 2.38837 3.60986
H: 1.82003 2.23568 3.41541
H: 2.84390 0.78903 1.85064
H: 3.76879 -0.97868 0.42237
H: 1.02694 -1.54165 -0.48012
H: -0.61882 -0.76330 0.13670

Results
Relative energy (zero: lowest compared OMol25 entry of this formula, charge and spin): 67.8 kcal/mol
Spin multiplicity: 1
LUMO: -0.59 eV
Structure (SMILES): CNC(=O)c1ccc(-c2cnc3ncc(Sc4ccc(OC)cc4)n3c2)cc1Cl
Molar mass: 424.91 g/mol
Gap between HOMO and LUMO: 0.275 Ha
Total charge: 0

Mulliken population analysis, charges in e, atoms 1 to 5: -0.9540 -0.0769 0.5065 -0.6680 0.3027